The following is a DFT calculation (the ωB97M-V functional and the def2-TZVPD basis) of C8H16N2 as an isolated structure at a distorted geometry.

Last column: Löwdin spin population.
Element x y z (Å)
C (0.3646, 1.9500, 2.4388)  0.142
C (-0.2815, 0.1673, -2.4702)  0.018
C (0.8207, 0.6751, 1.7740)  0.607
C (0.1953, 0.9709, 0.6805)  0.744
C (1.9635, -1.8692, -0.5612)  0.003
C (-0.3076, -2.7096, -0.7056)  0.003
C (-2.1346, 1.5235, 0.2568)  0.051
C (0.6048, -1.5437, -0.9681)  0.023
N (-0.6604, 1.6446, 0.0356)  0.230
N (0.1748, -0.3958, -1.4276)  0.017
H (0.8036, 2.8189, 2.0563)  0.038
H (-0.6889, 2.1126, 2.6825)  0.027
H (-0.1464, -0.2227, -3.4345)  0.002
H (-0.7814, 1.1613, -2.2548)  0.002
H (1.6766, 0.1044, 2.0272)  0.036
H (2.5178, -2.2565, -1.4873)  0.001
H (2.5092, -0.9826, -0.1393)  0.001
H (1.8135, -2.8174, 0.1144)  0.001
H (-0.4263, -2.8784, 0.3427)  0.001
H (0.2671, -3.5787, -1.0475)  0.001
H (-1.2031, -2.5840, -1.2905)  0.000
H (-2.4534, 2.5181, 0.4462)  0.006
H (-2.4514, 0.7167, 1.0476)  0.000
H (-2.6363, 1.3842, -0.6686)  0.006
H (0.8234, 2.0201, 3.4042)  0.011
H (-0.3636, 2.0707, -0.8516)  0.027

- E_LUMO (spin up / spin down) (Ha) = -0.3081 / -0.4194
- DFT total energy (Eh) = -422.98388
- expectation value of S² = 2.005
- strongest force on any atom (Eh/bohr) = 0.140
- HOMO energy (spin up / spin down) (eV) = -15.18 / -18.97
- multiplicity = 3
- net charge = +2
- relative energy (zero: lowest compared OMol25 entry of this formula, charge and spin) (kJ/mol) = 145.8
- orbital gap (spin up / spin down) (eV) = 6.800 / 7.557

The following is a DFT calculation (the ωB97M-V functional and the def2-TZVPD basis) of a 2-piece molecular cluster, C3H6ClNOS2 overall at a distorted geometry.

Last column: natural (NBO) charge in e.
Element x y z (Å)
C (0.5478, -0.1374, 2.1990)  0.483
C (-2.2280, 1.3366, -0.6694)  -0.815
C (1.9746, -1.2626, -0.7899)  -0.774
N (-0.5225, -0.7595, -0.1431)  -0.892
O (1.5863, -0.7168, 2.3647)  -0.510
S (-2.1001, -0.3548, -0.0559)  0.566
S (0.5638, -0.0814, -1.0943)  0.528
Cl (0.2312, 1.4896, 2.6749)  -0.015
H (-1.3400, 1.8202, -0.3053)  0.231
H (-3.2291, 1.7049, -0.3187)  0.244
H (-2.2342, 1.5001, -1.7984)  0.226
H (3.0164, -0.7643, -1.1429)  0.241
H (1.7968, -2.2273, -1.2571)  0.225
H (1.9369, -1.5472, 0.3365)  0.262

- E_LUMO (spin up / spin down) (Ha) = -0.0385 / -0.0140
- DFT total energy (Eh) = -1504.32774
- strongest force on any atom (Eh/bohr) = 0.072
- HOMO energy (spin up / spin down) (eV) = -7.32 / -8.92
- orbital gap (spin up / spin down) (eV) = 6.271 / 8.542

- What is the DFT total energy in the second record?
  -1504.32774 Eh

- The highest strongest force on any atom belongs to which entry?
  C8H16N2

- Which formula does entry 2 have?
  C3H6ClNOS2